Record 1
2 unconnected molecules or ions with the total composition C9H14 at a distorted geometry. Source: the Open Molecules 2025 dataset; level of theory: the ωB97M-V functional and the def2-TZVPD basis.

Frontier orbital gap: 10.06 eV
HOMO energy: -9.07 eV
DFT total energy: -351.30975 hartree
Relative energy (zero: lowest compared OMol25 entry of this formula, charge and spin): 53.7 kJ/mol
SMILES: Cc1ccccc1.CC
Max |F|: 2.10 eV/A

Atoms and positions in Å:
C: -0.13094 1.88482 1.83827
C: 0.49884 0.54054 1.55817
C: 1.42808 0.40761 0.53618
C: 2.00759 -0.84530 0.30726
C: 1.75183 -1.93025 1.12093
C: 0.82744 -1.78780 2.15757
C: 0.17659 -0.58283 2.32317
H: 0.60405 2.47676 2.38375
H: -1.08890 1.78854 2.35842
H: -0.37481 2.41693 0.92928
H: 1.76555 1.19076 -0.12185
H: 2.61830 -0.95142 -0.57969
H: 2.12832 -2.88779 0.81638
H: 0.57822 -2.63860 2.78131
H: -0.68063 -0.49387 2.96804
C: -1.68699 -0.54409 -2.52121
C: -1.31891 0.92347 -2.86166
H: -0.83617 -1.04728 -2.04249
H: -2.34021 -0.55692 -1.64214
H: -2.03627 -1.12941 -3.36451
H: -2.10665 1.56950 -2.48157
H: -1.45266 0.97637 -3.94699
H: -0.33169 1.22025 -2.51662

***

Record 2
A single C5H13NS molecule at a distorted geometry. Source: the Open Molecules 2025 dataset; level of theory: the ωB97M-V functional and the def2-TZVPD basis.

Frontier orbital gap: 9.66 eV
HOMO energy: -8.70 eV
DFT total energy: -651.15278 hartree
Relative energy (zero: lowest compared OMol25 entry of this formula, charge and spin): 239.4 kJ/mol
SMILES: CNCCCCS
Max |F|: 5.40 eV/A

Atoms and positions in Å:
C: -2.52042 1.89128 0.27227
N: -1.51338 1.25893 1.17609
C: -0.25749 0.80288 0.72102
C: -0.04896 -0.60712 0.13958
C: 1.36687 -1.07587 0.20194
C: 1.71250 -1.92360 -0.95186
S: 3.08331 -0.81856 -1.74243
H: -2.45810 1.51382 -0.70211
H: -3.53390 1.67395 0.75799
H: -2.44237 2.92416 0.15929
H: -1.90968 0.42083 1.57237
H: 0.18066 1.50059 -0.02564
H: 0.48329 1.00412 1.43275
H: -0.65802 -0.62180 -0.74421
H: -0.67778 -1.27081 0.68104
H: 2.09165 -0.23464 0.49059
H: 1.46973 -1.87981 0.99927
H: 0.96636 -1.96806 -1.84786
H: 2.18180 -2.94188 -0.89543
H: 2.48393 0.35158 -1.69466

***

- Among the records above, which one has the highest frontier orbital gap?
  C9H14